[1]
This record from the Open Molecules 2025 dataset describes a structure of composition C2F6NO3S2Sc. The level of theory is ωB97M-V/def2-TZVPD.

Structure (XYZ):
```
15
C2F6NO3S2Sc | the Open Molecules 2025 dataset | ωB97M-V/def2-TZVPD
N 0.960 0.700 1.137
S 0.361 -0.174 2.372
O -1.041 -1.200 -0.490
C -1.447 0.211 2.406
F -1.838 1.162 1.567
F -1.757 0.589 3.644
F -2.103 -0.913 2.136
S 0.998 0.371 -0.507
O 1.781 -0.946 -0.542
O 1.840 1.573 -0.739
C 0.522 0.311 -2.354
F 0.444 -0.993 -2.746
F -0.622 0.938 -2.559
F 1.425 0.844 -3.161
Sc 0.479 -2.475 -0.164
```

The LUMO energy (spin up / spin down) comes out at -6.324 / -7.732 eV. The gap between HOMO and LUMO (spin up / spin down) is 8.03 / 6.55 eV. The spin multiplicity is 2. For the HOMO energy (spin up / spin down), the calculation gives -14.36 / -14.28 eV. Its largest force on an atom is 6.82 eV Å⁻¹. The charge is +1.

=====

[2]
This record from the Open Molecules 2025 dataset describes a cluster of 7 separate species, C23H58N2O7 in total. The level of theory is ωB97M-V/def2-TZVPD.

Structure (XYZ):
```
90
C23H58N2O7 | the Open Molecules 2025 dataset | ωB97M-V/def2-TZVPD
C -14.770 -11.804 -5.412
O -14.317 -12.531 -6.570
H -15.653 -11.172 -5.758
H -15.124 -12.411 -4.648
H -13.952 -11.152 -5.054
H -14.928 -12.328 -7.350
C -16.308 -8.462 -11.346
O -15.601 -7.712 -10.325
H -15.830 -9.427 -11.462
H -17.349 -8.623 -11.040
H -16.285 -7.862 -12.267
H -14.680 -7.554 -10.618
C -11.057 -10.382 -8.394
O -12.483 -10.571 -8.276
H -10.813 -9.336 -8.138
H -10.451 -11.072 -7.833
H -10.755 -10.627 -9.435
H -12.694 -11.023 -7.502
C -15.029 -6.867 -6.846
O -14.532 -7.910 -7.695
H -14.287 -6.073 -6.900
H -16.047 -6.566 -7.073
H -15.032 -7.176 -5.808
H -15.196 -8.310 -8.264
C -11.891 -7.248 -5.045
O -12.243 -8.419 -5.835
H -10.838 -7.034 -5.266
H -12.612 -6.400 -5.174
H -11.962 -7.480 -3.990
H -13.184 -8.295 -6.120
C -11.578 -4.363 -10.714
C -12.955 -5.088 -10.726
C -13.730 -4.920 -12.059
C -12.865 -5.447 -13.166
C -12.817 -6.953 -12.905
C -12.122 -7.356 -11.578
N -12.898 -6.601 -10.508
O -12.344 -6.866 -9.276
C -12.443 -8.845 -11.294
C -10.695 -7.066 -11.662
C -13.786 -4.456 -9.562
H -11.739 -3.508 -10.026
H -11.336 -3.941 -11.734
H -10.810 -4.966 -10.317
H -14.687 -5.419 -11.937
H -13.831 -3.808 -12.168
H -11.840 -5.041 -13.298
H -13.343 -5.155 -14.138
H -12.176 -7.402 -13.691
H -13.798 -7.399 -12.798
H -12.457 -9.125 -10.204
H -13.455 -9.090 -11.649
H -11.744 -9.486 -11.822
H -10.344 -6.120 -12.094
H -10.214 -7.055 -10.705
H -10.188 -7.895 -12.144
H -13.201 -4.537 -8.614
H -14.630 -5.110 -9.324
H -14.021 -3.414 -9.759
H -13.000 -7.340 -8.674
C -18.059 -11.357 -9.899
C -17.110 -11.690 -8.757
C -17.784 -12.534 -7.678
C -17.849 -14.022 -8.121
C -16.525 -14.587 -8.555
C -15.827 -13.768 -9.553
N -15.780 -12.406 -9.065
O -15.015 -11.619 -9.931
C -14.383 -14.231 -9.715
C -16.594 -14.046 -10.900
C -16.618 -10.313 -8.158
H -17.556 -11.235 -10.887
H -18.475 -10.355 -9.647
H -18.879 -12.048 -9.989
H -17.141 -12.519 -6.816
H -18.807 -12.287 -7.347
H -18.524 -14.087 -8.983
H -18.352 -14.627 -7.363
H -16.663 -15.614 -8.991
H -15.896 -14.668 -7.671
H -13.831 -14.058 -8.769
H -14.412 -15.245 -10.117
H -13.893 -13.621 -10.469
H -16.569 -15.126 -11.084
H -17.634 -13.873 -10.781
H -16.302 -13.535 -11.840
H -17.459 -9.939 -7.581
H -16.418 -9.618 -8.957
H -15.678 -10.363 -7.643
H -14.125 -11.329 -9.601
```

The LUMO energy comes out at 0.725 eV. The gap between HOMO and LUMO is 9.32 eV. The spin multiplicity is 1. For the HOMO energy, the calculation gives -8.59 eV. Its largest force on an atom is 3.51 eV Å⁻¹. The SMILES is CC1(C)CCCC(C)(C)N1O.CC1(C)CCCC(C)(C)N1O.CO.CO.CO.CO.CO.

=====

[3]
This record from the Open Molecules 2025 dataset describes the molecule C22H29N3O6S. The level of theory is ωB97M-V/def2-TZVPD.

Structure (XYZ):
```
61
C22H29N3O6S | the Open Molecules 2025 dataset | ωB97M-V/def2-TZVPD
C 4.249 2.917 0.637
H 3.529 2.912 -0.178
H 4.272 3.914 1.070
H 3.918 2.214 1.398
C 5.649 2.543 0.130
C 5.550 1.153 -0.470
O 5.680 0.864 -1.625
O 5.268 0.227 0.487
C 5.004 -1.071 0.049
H 5.658 -1.347 -0.786
O 3.687 -1.174 -0.454
C 2.692 -1.186 0.451
O 2.847 -1.213 1.635
C 1.344 -1.161 -0.261
N 0.316 -0.685 0.619
C -0.538 0.383 0.489
O -0.390 1.465 0.007
C -1.687 -0.410 1.143
N -2.899 -0.488 0.405
C -4.111 -0.573 0.997
O -4.288 -0.534 2.193
C -5.250 -0.667 -0.025
N -4.767 -1.288 -1.252
H -5.475 -1.221 -1.976
H -4.571 -2.271 -1.094
C -5.687 0.760 -0.265
C -5.074 1.533 -1.242
C -5.461 2.846 -1.436
C -6.455 3.403 -0.649
C -7.061 2.640 0.335
C -6.680 1.324 0.526
H -7.146 0.731 1.299
H -7.833 3.070 0.955
H -6.754 4.430 -0.799
H -4.981 3.439 -2.200
H -4.297 1.099 -1.853
H -6.074 -1.217 0.458
H -2.877 -0.606 -0.600
H -1.933 -0.118 2.168
C -0.700 -1.606 1.058
H -0.483 -2.162 1.971
S -0.890 -2.740 -0.357
C 0.926 -2.583 -0.754
C 1.656 -3.696 -0.012
H 2.710 -3.709 -0.285
H 1.575 -3.570 1.066
H 1.221 -4.657 -0.280
C 1.114 -2.713 -2.256
H 2.161 -2.554 -2.510
H 0.507 -1.983 -2.786
H 0.820 -3.707 -2.585
H 1.430 -0.475 -1.112
H 5.133 -1.723 0.920
C 6.644 2.526 1.294
H 6.710 3.519 1.732
H 6.321 1.827 2.060
H 7.633 2.235 0.948
C 6.104 3.522 -0.951
H 5.413 3.509 -1.790
H 6.147 4.530 -0.547
H 7.089 3.250 -1.321
```

The LUMO energy comes out at 0.488 eV. The gap between HOMO and LUMO is 9.57 eV. The spin multiplicity is 1. For the HOMO energy, the calculation gives -9.09 eV. Its largest force on an atom is 0.76 eV Å⁻¹. The SMILES is CC(C)(C)C(=O)OCOC(=O)[C@@H]1N2C(=O)[C@@H](NC(=O)[C@H](N)c3ccccc3)[C@H]2SC1(C)C.

=====

[4]
This record from the Open Molecules 2025 dataset describes the molecule C6H10O. The level of theory is ωB97M-V/def2-TZVPD.

Structure (XYZ):
```
17
C6H10O | the Open Molecules 2025 dataset | ωB97M-V/def2-TZVPD
O 0.246 -0.854 2.265
C 1.246 -0.714 1.449
C 1.014 -0.395 0.027
C 0.395 0.997 -0.267
C -0.518 1.054 -1.463
C -0.861 0.063 -2.279
C -1.031 -0.672 2.054
H 2.213 -0.992 1.848
H 1.975 -0.491 -0.485
H 0.357 -1.186 -0.375
H 1.195 1.733 -0.421
H -0.181 1.375 0.589
H -0.941 2.043 -1.652
H -1.553 0.247 -3.095
H -0.483 -0.954 -2.188
H -1.415 -0.363 1.089
H -1.658 -0.891 2.905
```

The LUMO energy (spin up / spin down) comes out at 0.938 / 0.924 eV. The gap between HOMO and LUMO (spin up / spin down) is 8.17 / 7.98 eV. The spin multiplicity is 1. For the HOMO energy (spin up / spin down), the calculation gives -7.23 / -7.05 eV. Its largest force on an atom is 0.72 eV Å⁻¹.